Record 1
Below is a structure of composition C48H71BiBrN8O5PSSeSi, with properties calculated with ωB97M-V with the def2-TZVPD basis set.

Summary:
Kohn-Sham gap in eV: 4.814
Lowest unoccupied orbital energy in eV: 4.1
Total charge: -2
Highest occupied orbital energy in eV: -0.7

Cartesian coordinates (Å):
Bi: 0.032 0.188 0.623
C: -3.726 -0.107 -0.390
Si: -3.838 -1.932 0.051
C: -2.367 -2.598 1.044
N: -1.844 -1.694 2.065
C: -2.813 -1.118 2.994
C: -3.328 -2.115 4.037
C: -2.144 -2.687 4.818
C: -1.139 -3.302 3.846
C: -0.714 -2.255 2.811
C: -5.447 -2.167 1.046
C: -5.935 -3.448 1.315
C: -7.122 -3.643 2.006
C: -7.860 -2.551 2.443
C: -7.398 -1.269 2.184
C: -6.206 -1.084 1.496
C: -4.143 -3.109 -1.394
C: -3.504 -4.344 -1.490
C: -3.759 -5.208 -2.548
C: -4.661 -4.843 -3.535
C: -5.318 -3.621 -3.449
C: -5.065 -2.769 -2.386
H: -3.492 0.435 0.535
H: -4.720 0.247 -0.715
H: -1.549 -2.787 0.335
H: -2.661 -3.586 1.448
H: -3.652 -0.705 2.434
H: -2.319 -0.287 3.507
H: -3.886 -2.922 3.547
H: -4.019 -1.599 4.709
H: -2.480 -3.427 5.551
H: -1.660 -1.866 5.358
H: -1.601 -4.159 3.341
H: -0.254 -3.669 4.373
H: -0.006 -2.685 2.102
H: -0.214 -1.425 3.316
H: -5.375 -4.311 0.967
H: -7.474 -4.649 2.202
H: -8.790 -2.697 2.979
H: -7.965 -0.408 2.518
H: -5.855 -0.076 1.307
H: -2.775 -4.629 -0.740
H: -3.240 -6.158 -2.609
H: -4.843 -5.499 -4.378
H: -6.019 -3.328 -4.222
H: -5.567 -1.809 -2.341
O: -1.029 0.941 4.406
S: -0.224 1.387 3.283
O: 0.699 2.452 3.629
O: 0.577 0.161 2.748
O: -1.069 1.753 2.091
C: -3.375 3.967 -2.207
C: -3.337 2.459 -2.287
C: -3.943 1.798 -3.393
C: -3.505 0.486 -3.654
C: -2.885 -0.212 -2.659
Br: -1.614 -1.646 -3.225
N: -2.704 0.301 -1.361
C: -2.597 1.743 -1.404
H: -3.845 4.385 -3.100
H: -2.367 4.381 -2.126
H: -3.936 4.308 -1.333
H: -4.595 2.328 -4.077
H: -3.631 0.034 -4.633
H: -1.953 2.201 -0.656
C: -0.328 2.105 -4.064
N: 0.264 0.803 -4.306
C: 0.611 -0.012 -3.266
N: 1.253 -1.190 -3.633
O: 0.486 0.312 -2.098
H: 0.066 2.821 -4.791
H: -0.047 2.411 -3.059
H: -1.417 2.084 -4.121
H: 0.106 0.373 -5.200
H: 0.877 -1.665 -4.436
H: 1.379 -1.792 -2.826
N: 1.593 1.446 0.203
P: 2.868 2.260 0.188
N: 3.839 2.192 -1.195
C: 4.012 0.807 -1.662
C: 5.050 0.784 -2.772
C: 4.476 1.487 -4.015
C: 3.461 2.570 -3.608
C: 3.820 3.189 -2.261
N: 2.532 3.917 0.275
C: 3.610 4.837 0.588
C: 3.289 6.228 0.029
C: 1.812 6.600 0.268
C: 1.208 5.710 1.350
C: 1.231 4.250 0.910
N: 4.033 1.861 1.332
C: 5.455 2.099 1.226
C: 6.228 0.770 1.355
C: 5.423 -0.238 2.187
C: 4.668 0.501 3.287
C: 3.608 1.418 2.660
H: 3.071 0.383 -2.025
H: 4.311 0.194 -0.810
H: 5.328 -0.245 -3.007
H: 5.947 1.306 -2.421
H: 3.971 0.752 -4.646
H: 5.287 1.932 -4.600
H: 2.465 2.131 -3.529
H: 3.412 3.354 -4.368
H: 4.816 3.657 -2.342
H: 3.109 3.973 -2.001
H: 4.527 4.467 0.126
H: 3.799 4.901 1.670
H: 3.500 6.234 -1.044
H: 3.954 6.962 0.496
H: 1.241 6.452 -0.653
H: 1.725 7.655 0.540
H: 0.174 5.991 1.556
H: 1.767 5.832 2.283
H: 0.448 4.078 0.167
H: 1.015 3.603 1.758
H: 5.780 2.797 2.014
H: 5.669 2.558 0.264
H: 7.196 0.962 1.831
H: 6.422 0.356 0.362
H: 6.089 -0.995 2.610
H: 4.694 -0.753 1.555
H: 5.380 1.082 3.885
H: 4.170 -0.200 3.959
H: 3.402 2.270 3.322
H: 2.667 0.886 2.552
Se: 1.745 -1.815 -0.247
C: 2.319 -3.536 0.419
C: 1.431 -4.592 0.629
C: 1.893 -5.855 0.975
C: 3.255 -6.091 1.114
C: 4.147 -5.044 0.916
C: 3.684 -3.781 0.577
H: 0.370 -4.424 0.493
H: 1.186 -6.664 1.120
H: 3.618 -7.080 1.367
H: 5.212 -5.218 1.019
H: 4.380 -2.966 0.415

Here are the Löwdin charges for atoms 1 to 99, given in e: 1.584, -0.221, 0.733, -0.235, -0.240, -0.193, -0.167, -0.201, -0.175, -0.224, -0.231, -0.099, -0.103, -0.114, -0.097, -0.095, -0.279, -0.119, -0.104, -0.113, -0.095, -0.103, 0.086, 0.095, 0.070, 0.082, 0.083, 0.084, 0.098, 0.109, 0.096, 0.113, 0.097, 0.106, 0.075, 0.084, 0.100, 0.092, 0.089, 0.094, 0.097, 0.092, 0.092, 0.088, 0.094, 0.106, -0.346, 0.273, -0.345, -0.590, -0.503, -0.072, -0.356, -0.144, -0.219, -0.614, 0.784, -0.233, -0.127, 0.057, 0.067, 0.066, 0.060, 0.081, 0.089, -0.069, 0.007, -0.788, 0.074, -0.175, 0.074, 0.083, 0.062, 0.120, 0.050, -0.008, -0.390, 0.573, -0.198, -0.233, -0.179, -0.194, -0.175, -0.214, -0.203, -0.242, -0.183, -0.202, -0.189, -0.201, -0.201, -0.229, -0.180, -0.201, -0.174, -0.196, 0.076, 0.085, 0.106

Record 2
Below is a cluster of 12 separate species, C48H72O36 in total, with properties calculated with ωB97M-V with the def2-TZVPD basis set.

Summary:
Kohn-Sham gap in eV: 9.475
Lowest unoccupied orbital energy in eV: -0.3
Highest occupied orbital energy in eV: -9.8
Structure (SMILES): C[C@H]1COC(=O)O1.C[C@H]1COC(=O)O1.C[C@H]1COC(=O)O1.C[C@H]1COC(=O)O1.C[C@H]1COC(=O)O1.C[C@H]1COC(=O)O1.C[C@H]1COC(=O)O1.C[C@H]1COC(=O)O1.C[C@H]1COC(=O)O1.C[C@H]1COC(=O)O1.C[C@H]1COC(=O)O1.C[C@H]1COC(=O)O1

Cartesian coordinates (Å):
C: 3.896 5.513 1.120
C: 2.445 4.958 1.404
C: 2.006 3.680 0.707
O: 1.660 2.725 1.683
C: 1.904 3.271 2.871
O: 1.512 2.774 3.943
O: 2.485 4.466 2.705
H: 4.719 4.801 1.186
H: 4.113 6.348 1.786
H: 3.868 5.867 0.089
H: 1.721 5.770 1.349
H: 2.843 3.277 0.137
H: 1.253 3.811 -0.069
C: -2.479 -1.720 3.878
C: -2.563 -2.683 2.688
C: -1.700 -3.907 2.719
O: -2.630 -4.858 3.136
C: -3.883 -4.494 2.735
O: -4.933 -5.131 2.706
O: -3.882 -3.161 2.556
H: -2.488 -2.279 4.814
H: -3.303 -1.008 3.920
H: -1.549 -1.150 3.896
H: -2.286 -2.157 1.774
H: -0.863 -3.833 3.413
H: -1.326 -4.106 1.715
C: 1.227 -0.540 3.460
C: 2.254 -1.042 4.450
C: 2.977 0.055 5.285
O: 2.920 -0.414 6.644
C: 1.969 -1.373 6.694
O: 1.559 -1.817 7.734
O: 1.524 -1.715 5.533
H: 0.501 0.138 3.909
H: 0.721 -1.430 3.087
H: 1.855 -0.094 2.688
H: 2.957 -1.772 4.050
H: 2.507 1.033 5.184
H: 4.019 0.200 5.002
C: -4.949 -3.296 -0.348
C: -6.210 -2.636 0.229
C: -6.593 -1.247 -0.265
O: -8.023 -1.399 -0.273
C: -8.399 -2.678 -0.303
O: -9.580 -3.064 -0.521
O: -7.330 -3.416 -0.183
H: -4.751 -4.272 0.095
H: -4.107 -2.630 -0.164
H: -5.048 -3.509 -1.412
H: -6.173 -2.575 1.317
H: -6.134 -1.089 -1.241
H: -6.263 -0.565 0.519
C: 7.725 4.478 -4.157
C: 6.922 4.614 -2.820
C: 5.590 5.285 -2.798
O: 4.805 4.335 -2.123
C: 5.440 3.157 -1.954
O: 4.998 2.119 -1.487
O: 6.682 3.251 -2.578
H: 8.050 5.463 -4.492
H: 7.043 4.344 -4.997
H: 8.554 3.777 -4.251
H: 7.509 5.107 -2.045
H: 5.182 5.424 -3.799
H: 5.557 6.188 -2.188
C: -4.980 2.946 -3.166
C: -4.044 2.227 -2.233
C: -3.199 1.123 -2.808
O: -1.898 1.420 -2.347
C: -1.916 2.583 -1.635
O: -0.937 3.043 -1.095
O: -3.095 3.149 -1.778
H: -4.445 3.152 -4.092
H: -5.323 3.919 -2.815
H: -5.854 2.359 -3.447
H: -4.523 1.823 -1.342
H: -3.229 1.064 -3.896
H: -3.610 0.220 -2.356
C: -4.170 -7.484 -3.238
C: -4.634 -6.009 -3.344
C: -3.476 -5.128 -3.695
O: -3.827 -4.594 -4.976
C: -4.997 -5.081 -5.412
O: -5.413 -4.898 -6.548
O: -5.403 -5.947 -4.472
H: -3.261 -7.654 -2.661
H: -4.140 -8.004 -4.196
H: -4.864 -8.061 -2.627
H: -5.128 -5.696 -2.424
H: -2.510 -5.631 -3.744
H: -3.444 -4.276 -3.016
C: 0.647 -8.013 0.038
C: -0.104 -6.840 0.589
C: 0.068 -5.590 -0.245
O: -1.300 -5.335 -0.528
C: -2.136 -6.331 -0.114
O: -3.349 -6.337 -0.316
O: -1.477 -7.147 0.607
H: 0.719 -8.887 0.684
H: 1.683 -7.825 -0.245
H: 0.125 -8.361 -0.854
H: 0.113 -6.543 1.615
H: 0.575 -5.739 -1.198
H: 0.441 -4.761 0.357
C: 3.027 3.924 -4.970
C: 2.065 4.922 -4.386
C: 1.283 4.492 -3.145
O: 1.485 5.619 -2.320
C: 2.454 6.453 -2.772
O: 3.070 7.279 -2.080
O: 2.775 6.153 -4.040
H: 3.363 4.303 -5.935
H: 2.373 3.080 -5.187
H: 3.874 3.612 -4.359
H: 1.376 5.373 -5.099
H: 1.584 3.586 -2.618
H: 0.225 4.306 -3.330
C: 5.576 2.164 3.382
C: 5.349 1.772 1.934
C: 6.474 1.079 1.297
O: 6.056 -0.248 1.155
C: 4.878 -0.424 1.750
O: 4.286 -1.478 1.901
O: 4.407 0.748 2.065
H: 4.685 2.593 3.840
H: 6.421 2.851 3.443
H: 5.794 1.287 3.992
H: 4.994 2.606 1.328
H: 7.289 1.193 2.013
H: 6.696 1.508 0.320
C: 1.508 0.660 -0.976
C: 1.272 -0.825 -0.956
C: 0.783 -1.383 0.357
O: -0.290 -2.286 -0.004
C: -0.622 -2.025 -1.290
O: -1.722 -2.337 -1.846
O: 0.251 -1.243 -1.822
H: 2.582 0.762 -0.820
H: 1.000 1.152 -0.147
H: 1.176 1.087 -1.923
H: 2.251 -1.275 -1.119
H: 0.362 -0.564 0.939
H: 1.598 -1.831 0.925
C: -2.830 3.813 3.752
C: -2.777 3.211 2.329
C: -1.543 2.386 2.113
O: -2.084 1.161 1.649
C: -3.446 1.147 1.595
O: -4.156 0.325 1.123
O: -3.839 2.266 2.173
H: -2.573 3.123 4.556
H: -3.758 4.296 4.058
H: -2.024 4.542 3.842
H: -2.808 3.997 1.573
H: -0.980 2.272 3.039
H: -0.900 2.794 1.333

Here are the Löwdin charges for atoms 1 to 99, given in e: 0.019, -0.263, -0.102, 0.055, -0.516, 0.095, 0.078, 0.068, 0.090, 0.060, 0.161, 0.118, 0.116, 0.012, -0.322, -0.108, 0.078, -0.498, 0.143, 0.076, 0.096, 0.086, 0.061, 0.136, 0.147, 0.109, -0.024, -0.240, -0.066, 0.076, -0.624, 0.139, 0.098, 0.092, 0.072, 0.075, 0.143, 0.110, 0.112, 0.004, -0.291, -0.074, 0.067, -0.547, 0.082, 0.108, 0.065, 0.079, 0.078, 0.150, 0.132, 0.113, -0.004, -0.312, -0.103, 0.037, -0.476, 0.128, 0.066, 0.079, 0.079, 0.090, 0.153, 0.127, 0.144, -0.004, -0.337, -0.085, 0.077, -0.533, 0.117, 0.109, 0.090, 0.092, 0.096, 0.150, 0.144, 0.136, -0.014, -0.334, -0.087, 0.067, -0.523, 0.123, 0.087, 0.065, 0.093, 0.082, 0.145, 0.136, 0.114, -0.013, -0.319, -0.088, 0.033, -0.559, 0.128, 0.138, 0.089

Record 3
Below is a cluster of 12 separate species, C48H72O36 in total, with properties calculated with ωB97M-V with the def2-TZVPD basis set.

Summary:
Kohn-Sham gap in eV: 10.527
Lowest unoccupied orbital energy in eV: 0.1
Highest occupied orbital energy in eV: -10.4
Structure (SMILES): C[C@H]1COC(=O)O1.C[C@H]1COC(=O)O1.C[C@H]1COC(=O)O1.C[C@H]1COC(=O)O1.C[C@H]1COC(=O)O1.C[C@H]1COC(=O)O1.C[C@H]1COC(=O)O1.C[C@H]1COC(=O)O1.C[C@H]1COC(=O)O1.C[C@H]1COC(=O)O1.C[C@H]1COC(=O)O1.C[C@H]1COC(=O)O1

Cartesian coordinates (Å):
C: 3.123 8.254 -0.849
C: 3.204 8.864 0.610
C: 2.024 9.794 0.954
O: 1.460 9.036 2.074
C: 2.221 7.979 2.474
O: 1.959 7.248 3.432
O: 3.343 7.961 1.654
H: 4.092 7.943 -1.241
H: 2.894 9.118 -1.473
H: 2.362 7.478 -0.928
H: 4.141 9.413 0.706
H: 1.461 9.956 0.035
H: 2.483 10.730 1.272
C: 4.669 -5.383 -11.307
C: 4.944 -5.296 -9.857
C: 6.036 -4.240 -9.464
O: 5.391 -3.392 -8.437
C: 4.085 -3.789 -8.335
O: 3.142 -3.291 -7.640
O: 3.830 -4.725 -9.242
H: 5.253 -6.078 -11.910
H: 4.712 -4.354 -11.663
H: 3.707 -5.894 -11.269
H: 5.158 -6.281 -9.441
H: 6.491 -3.683 -10.283
H: 6.922 -4.716 -9.044
C: 1.637 1.005 -0.440
C: 0.492 0.785 0.640
C: -0.797 1.539 0.401
O: -1.725 0.461 0.296
C: -1.127 -0.737 0.472
O: -1.703 -1.822 0.679
O: 0.197 -0.565 0.564
H: 1.173 0.753 -1.393
H: 2.533 0.384 -0.443
H: 1.914 2.053 -0.324
H: 0.856 1.099 1.618
H: -0.507 2.159 -0.447
H: -0.968 2.243 1.216
C: 14.230 -3.742 -5.258
C: 13.220 -4.588 -4.426
C: 13.576 -4.753 -2.939
O: 12.418 -4.570 -2.211
C: 11.508 -3.932 -3.015
O: 10.360 -3.403 -2.718
O: 11.991 -3.930 -4.328
H: 14.608 -2.988 -4.568
H: 13.730 -3.391 -6.161
H: 15.091 -4.335 -5.567
H: 12.870 -5.554 -4.792
H: 14.417 -4.132 -2.630
H: 13.835 -5.758 -2.608
C: -6.877 -8.495 -2.104
C: -6.869 -9.883 -1.568
C: -6.819 -10.016 -0.146
O: -8.085 -10.431 0.222
C: -8.843 -10.784 -0.864
O: -10.018 -11.170 -0.949
O: -8.023 -10.606 -1.972
H: -7.602 -7.796 -1.686
H: -7.075 -8.376 -3.169
H: -5.965 -7.940 -1.883
H: -6.006 -10.415 -1.968
H: -6.647 -9.056 0.343
H: -6.005 -10.716 0.040
C: -0.720 -2.623 7.358
C: 0.539 -1.753 7.171
C: 1.039 -0.793 8.212
O: 2.379 -1.160 8.358
C: 2.707 -2.247 7.539
O: 3.890 -2.481 7.272
O: 1.674 -2.525 6.800
H: -0.803 -3.058 8.354
H: -0.674 -3.442 6.641
H: -1.540 -1.957 7.087
H: 0.301 -1.077 6.349
H: 0.498 -0.786 9.158
H: 0.852 0.225 7.870
C: -4.018 -2.386 -7.700
C: -3.996 -1.923 -6.187
C: -3.750 -0.475 -5.888
O: -4.887 -0.125 -5.129
C: -5.572 -1.283 -4.901
O: -6.464 -1.390 -4.085
O: -5.213 -2.250 -5.593
H: -3.295 -1.862 -8.326
H: -5.039 -2.312 -8.076
H: -3.779 -3.433 -7.512
H: -3.159 -2.419 -5.695
H: -3.555 -0.077 -6.883
H: -2.872 -0.375 -5.250
C: -7.138 10.037 -3.596
C: -5.655 10.515 -3.637
C: -5.070 10.522 -2.307
O: -4.476 9.287 -2.166
C: -4.232 8.771 -3.427
O: -3.445 7.874 -3.717
O: -4.935 9.485 -4.353
H: -7.393 9.548 -4.536
H: -7.816 10.795 -3.204
H: -7.109 9.133 -2.988
H: -5.593 11.457 -4.182
H: -5.849 10.775 -1.588
H: -4.261 11.241 -2.181
C: -7.479 8.540 7.362
C: -7.339 7.332 6.394
C: -6.302 7.519 5.282
O: -5.651 6.210 5.320
C: -6.015 5.556 6.411
O: -5.485 4.490 6.645
O: -6.955 6.108 7.026
H: -6.523 8.845 7.787
H: -7.981 8.076 8.211
H: -8.088 9.388 7.048
H: -8.217 6.883 5.929
H: -5.726 8.444 5.322
H: -6.749 7.576 4.290
C: 9.060 2.886 6.497
C: 9.553 1.904 5.476
C: 8.845 1.856 4.130
O: 9.964 1.888 3.276
C: 11.140 2.174 3.957
O: 12.198 2.489 3.428
O: 10.886 2.114 5.196
H: 8.102 2.633 6.951
H: 9.082 3.874 6.038
H: 9.661 2.850 7.406
H: 9.586 0.866 5.804
H: 8.155 2.689 3.989
H: 8.276 0.929 4.063
C: 2.073 -8.135 2.851
C: 1.671 -7.379 1.581
C: 2.738 -7.177 0.554
O: 2.144 -7.854 -0.491
C: 0.843 -8.370 -0.200
O: 0.010 -8.802 -0.985
O: 0.674 -8.208 1.016
H: 1.279 -8.199 3.596
H: 2.931 -7.696 3.360
H: 2.398 -9.167 2.718
H: 1.195 -6.418 1.776
H: 3.678 -7.605 0.901
H: 2.858 -6.102 0.418
C: -8.957 2.075 2.165
C: -9.598 0.833 2.816
C: -8.642 -0.215 3.312
O: -8.831 -0.433 4.671
C: -9.950 0.244 4.963
O: -10.704 0.030 5.897
O: -10.228 1.142 3.972
H: -9.497 2.462 1.301
H: -7.925 1.913 1.857
H: -9.099 2.873 2.894
H: -10.307 0.383 2.121
H: -7.623 0.128 3.130
H: -8.804 -1.146 2.769

Here are the Löwdin charges for atoms 1 to 99, given in e: -0.005, -0.347, -0.053, 0.051, -0.466, 0.123, 0.065, 0.076, 0.073, 0.088, 0.144, 0.125, 0.128, -0.026, -0.350, -0.044, 0.061, -0.479, 0.075, 0.072, 0.093, 0.099, 0.097, 0.155, 0.124, 0.122, -0.005, -0.338, -0.092, 0.085, -0.500, 0.108, 0.087, 0.085, 0.080, 0.079, 0.146, 0.127, 0.136, 0.003, -0.321, -0.141, 0.066, -0.378, 0.059, 0.042, 0.083, 0.085, 0.081, 0.154, 0.131, 0.136, -0.026, -0.385, -0.158, 0.081, -0.435, 0.118, 0.080, 0.093, 0.090, 0.093, 0.156, 0.148, 0.145, -0.003, -0.312, -0.134, 0.052, -0.498, 0.115, 0.113, 0.085, 0.086, 0.087, 0.145, 0.132, 0.132, 0.009, -0.321, -0.111, 0.092, -0.628, 0.137, 0.157, 0.081, 0.087, 0.080, 0.150, 0.130, 0.136, -0.011, -0.313, -0.181, 0.069, -0.474, 0.130, 0.076, 0.087

Question: Which value of lowest unoccupied orbital energy does entry 1 give?
Answer: 4.1 eV

Question: Which value of Kohn-Sham gap does entry 3 give?
Answer: 10.527 eV

Question: Which of these has the lowest highest occupied orbital energy?
Answer: number 3

Question: Which of these has the lowest lowest unoccupied orbital energy?
Answer: number 2